(1)
This record from OMol25 describes a molecular structure, C11H17F3N4O4S2Ta in a non-equilibrium geometry. The level of theory is ωB97M-V with the def2-TZVPD basis set.

Structure (XYZ):
```
42
Properties=species:S:1:pos:R:3
Ta -1.6284 -0.5603 0.0191
S -1.1549 -1.7884 2.1486
C -1.4388 -0.2148 2.8526
C -1.6249 0.0970 4.1899
C -1.8605 1.4217 4.5155
C -1.9163 2.3887 3.5132
C -1.7283 1.9994 2.2054
N -1.4725 0.7239 1.8925
H -1.5918 -0.6881 4.9315
H -2.0130 1.7046 5.5486
H -2.1120 3.4248 3.7458
H -1.7746 2.6947 1.3771
O -2.9501 -0.9240 -1.4188
S -3.7247 0.1821 -0.6909
O -4.9866 0.5429 -1.1792
O -2.6303 1.2209 -0.6803
O -3.6009 -0.3725 0.7020
F -0.6181 -2.1784 -2.2394
C -0.7608 -2.3008 -0.8883
F 0.4406 -2.7589 -0.4538
F -1.6462 -3.3021 -0.6709
C 1.9276 -0.6158 -3.2735
N 1.1176 0.0803 -2.2794
C -0.0473 0.7633 -2.8322
C 1.3547 -0.0056 -0.9735
N 0.3401 0.1337 -0.0738
N 2.5850 -0.2658 -0.5131
C 3.8012 0.2363 -1.1456
C 2.7712 -0.8101 0.8309
H 1.2586 -1.1624 -3.9383
H 2.5909 -1.3302 -2.7974
H 2.5073 0.0882 -3.8723
H 0.2758 1.3473 -3.6939
H -0.4869 1.4385 -2.1048
H -0.7962 0.0451 -3.1712
H 0.7329 0.4884 0.7875
H 3.5615 0.8889 -1.9800
H 4.4405 -0.5773 -1.4890
H 4.3547 0.8213 -0.4095
H 2.8928 -0.0180 1.5771
H 3.6776 -1.4124 0.8280
H 1.9336 -1.4460 1.1038
```

Total charge: +1
E (eV): -57204.2288
HOMO-LUMO gap (eV): 7.55
Spin multiplicity: 1

(2)
This record from OMol25 describes a gas-phase ion, C5H11N2S (charge +1) in a non-equilibrium geometry. The level of theory is ωB97M-V with the def2-TZVPD basis set.

Structure (XYZ):
```
19
Properties=species:S:1:pos:R:3
C -0.9971 0.7609 -0.9431
C 0.9540 1.2176 0.5767
C 0.5996 -0.9761 -0.1625
C -0.5191 1.1331 0.4828
C -0.7314 -0.3150 -0.0109
N 1.5659 0.0714 -0.2532
N -1.8531 -1.2193 0.3351
S 3.1634 -0.4341 0.0950
H -2.0052 0.9000 -1.1775
H -0.2497 0.8818 -1.6857
H 1.2029 2.0498 -0.0594
H 1.3954 1.2972 1.5979
H 0.7518 -1.7267 0.6158
H 0.4937 -1.6476 -1.1165
H -1.2455 1.7039 0.9706
H -2.7303 -0.7605 0.0916
H -1.9165 -1.5549 1.3003
H -1.5127 -2.0715 -0.2185
H 3.6341 0.6902 -0.4383
```

Total charge: +1
E (eV): -19169.5357
ΔE to the lowest compared entry with this formula, charge and spin (kJ/mol): 323.3
HOMO-LUMO gap (eV): 8.11
Spin multiplicity: 1